A) C5H13NO2 | wB97M-V/def2-TZVPD

The geometry in XYZ format:
```
21
Properties=species:S:1:pos:R:3
C -0.67567 -2.36739 -0.83642
O -2.04724 -2.38963 -0.34934
C 0.25025 -1.46532 -0.03790
C -0.26830 -0.07442 0.44921
C -0.59505 0.91844 -0.63043
C -1.78534 1.01985 -1.24306
N 0.37786 1.90048 -0.83334
H -0.32774 -3.37858 -0.66759
H -0.76867 -2.19504 -1.90934
H -2.40569 -1.50144 -0.47672
H 1.08231 -1.20767 -0.66581
H 0.59228 -2.00281 0.84217
H 0.57621 0.19264 1.07797
H -1.08460 -0.17658 1.14946
H -2.54968 0.26214 -1.30201
H -2.04074 1.85587 -1.88604
H 0.95705 2.09485 -0.03254
H 0.07617 2.73526 -1.30495
H 4.13627 1.87920 3.37171
H 2.81491 2.10650 2.77286
O 3.68542 1.79367 2.51213
```

Summary:
frontier orbital gap = 8.82 eV
multiplicity = 1
LUMO = 0.49 eV
SMILES = C=C(N)CCCO.O

Results of the Mulliken charge analysis, in e, for atoms 1 through 8:
1 C -0.54
2 O -0.52
3 C -0.42
4 C -0.83
5 C 1.15
6 C -1.27
7 N -0.49
8 H 0.32

B) C5H13NO2 | wB97M-V/def2-TZVPD

The geometry in XYZ format:
```
21
Properties=species:S:1:pos:R:3
C 0.01344 1.97470 0.88397
O -0.96330 2.05404 -0.15706
C 1.11003 0.84217 0.60774
C 0.80008 -0.46094 1.30908
C 0.88605 -1.76371 0.40610
C 0.19925 -1.20696 -1.75932
N -0.04403 -1.86253 -0.71917
H 0.56253 2.90938 0.97105
H -0.60019 1.81941 1.76494
H -0.78176 1.52667 -0.92673
H 0.93916 0.59432 -0.45054
H 1.94763 1.42962 0.88884
H 1.31837 -0.70596 2.23693
H -0.30001 -0.41625 1.45074
H 1.95041 -1.87580 0.13760
H 0.68330 -2.61207 1.07610
H -0.53226 -1.08859 -2.58651
H 0.99110 -0.51464 -2.12103
H -3.41841 -0.44804 -0.72091
H -1.98798 -0.37468 -1.21931
O -2.77342 0.17984 -1.07250
```

Summary:
frontier orbital gap = 10.54 eV
multiplicity = 1
LUMO = 0.67 eV
SMILES = C=NCCCCO.O

Results of the Mulliken charge analysis, in e, for atoms 1 through 8:
1 C -0.46
2 O -0.48
3 C -0.06
4 C -0.44
5 C -0.71
6 C -0.46
7 N -0.38
8 H 0.28

Q: Which of them is the most stable? A: A).

A) C5H13NO2 | wB97M-V/def2-TZVPD

The geometry in XYZ format:
```
21
Properties=species:S:1:pos:R:3
C -1.04240 2.27168 1.20436
N -1.37666 1.13612 0.47138
C -0.63028 -2.52586 0.24704
C -0.93711 -1.16148 -0.41140
C -0.29972 0.13736 0.18752
C 0.80369 0.71223 -0.70525
O -0.04908 2.45525 1.81047
H -1.80907 2.98068 1.17099
H -2.21260 1.16692 -0.24011
H -0.76965 -2.48042 1.20969
H -1.25107 -3.24860 -0.29557
H 0.39389 -2.99508 0.18173
H -0.70577 -1.17971 -1.42781
H -2.12496 -1.12462 -0.36565
H 0.17432 -0.09515 1.09028
H 0.94088 1.75816 -0.32905
H 0.51687 0.81139 -1.78447
H 1.77930 0.24537 -0.67023
H 2.41994 -1.55919 -1.22430
H 3.67259 -1.85878 -2.09955
O 2.70493 -2.07742 -2.01663
```

Summary:
frontier orbital gap = 10.58 eV
multiplicity = 1
LUMO = 0.76 eV
SMILES = CC[C@@H](C)NC=O.O

Results of the Mulliken charge analysis, in e, for atoms 1 through 8:
1 C -0.16
2 N -0.25
3 C -1.38
4 C -0.56
5 C 0.54
6 C -1.30
7 O -0.49
8 H 0.45

B) C5H13NO2 | wB97M-V/def2-TZVPD

The geometry in XYZ format:
```
21
Properties=species:S:1:pos:R:3
C 2.21612 -0.65379 0.77671
N 1.47906 -0.46575 -0.46047
C 0.23063 0.07687 -0.55707
C -0.36835 0.75193 0.67533
C 0.33131 2.11368 0.77357
C -1.86803 0.92873 0.47724
O -0.33894 0.04216 -1.63754
H 1.71764 -1.38684 1.40983
H 2.38696 0.28968 1.28776
H 3.19381 -1.07134 0.53682
H 1.86283 -0.76042 -1.34536
H -0.12701 0.13745 1.53736
H 0.41479 2.59069 -0.20452
H -0.26550 2.81264 1.37520
H 1.31622 2.07358 1.24014
H -2.35911 1.11684 1.43381
H -2.32210 0.03749 0.05610
H -2.05337 1.75053 -0.20871
H -1.82580 -2.36017 -1.19377
H -0.59813 -2.02700 -0.36667
O -1.44683 -2.47888 -0.31547
```

Summary:
frontier orbital gap = 10.58 eV
multiplicity = 1
LUMO = 0.78 eV
SMILES = CNC(=O)C(C)C.O

Results of the Mulliken charge analysis, in e, for atoms 1 through 8:
1 C -0.81
2 N -0.07
3 C -0.12
4 C 0.90
5 C -1.43
6 C -1.51
7 O -0.63
8 H 0.29

Q: Which of them is the most stable? A: B).

A) C5H13NO2 | wB97M-V/def2-TZVPD

The geometry in XYZ format:
```
21
Properties=species:S:1:pos:R:3
N -0.60373 -0.20175 -0.51553
C -1.23495 -0.82753 0.65134
C -0.24515 -0.54356 1.79128
C 0.26508 0.86830 1.47066
C 0.02990 1.06939 -0.05712
C 1.40608 1.08779 -0.82343
O 1.56265 2.22609 -1.69552
H -1.33041 -0.03818 -1.20373
H -1.22883 -1.90071 0.47370
H -2.21642 -0.40785 0.86117
H 0.52313 -1.31160 1.68011
H -0.70954 -0.66319 2.76480
H -0.43264 1.55394 1.94158
H 1.30677 1.04776 1.69636
H -0.46709 2.01282 -0.28681
H 2.20762 1.15639 -0.10442
H 1.47817 0.22347 -1.46490
H 0.74270 2.72250 -1.69130
H 0.33788 -2.41545 -2.02717
H -0.79982 -3.03708 -1.31455
O -0.59140 -2.62155 -2.14653
```

Summary:
frontier orbital gap = 9.85 eV
multiplicity = 1
LUMO = 0.82 eV
SMILES = OC[C@@H]1CCCN1.O

Results of the Mulliken charge analysis, in e, for atoms 1 through 8:
1 N -0.31
2 C -0.50
3 C -0.60
4 C -0.86
5 C 0.05
6 C -0.30
7 O -0.54
8 H 0.17

B) C5H13NO2 | wB97M-V/def2-TZVPD

The geometry in XYZ format:
```
21
Properties=species:S:1:pos:R:3
C -0.94716 -1.47467 2.17798
C -0.82454 -0.07224 1.64764
C 0.39638 0.07384 0.73579
C 0.64635 1.42077 0.03860
C 0.59337 1.32710 -1.47009
N 0.40867 2.52533 -2.12028
O 0.59032 0.29468 -2.10019
H -0.89990 -2.27521 1.43603
H -1.91923 -1.61237 2.67031
H -0.26515 -1.74669 2.98978
H -1.71835 0.15860 1.07490
H -0.69272 0.71891 2.39247
H 1.31171 -0.38401 1.12539
H 0.26682 -0.64151 -0.07706
H 0.17020 2.22357 0.60558
H 1.71366 1.64695 0.18960
H 0.32661 2.43082 -3.12435
H 0.37821 3.38152 -1.60006
H 0.81436 -2.97652 -1.87173
H -0.63790 -2.64125 -2.31441
O 0.28831 -2.37762 -2.40590
```

Summary:
frontier orbital gap = 10.54 eV
multiplicity = 1
LUMO = 0.92 eV
SMILES = CCCCC(N)=O.O

Results of the Mulliken charge analysis, in e, for atoms 1 through 8:
1 C -1.25
2 C -0.24
3 C -0.45
4 C -0.80
5 C 0.51
6 N -0.41
7 O -0.60
8 H 0.31

Q: Which of them is the most stable? A: B).

A) C5H13NO2 | wB97M-V/def2-TZVPD

The geometry in XYZ format:
```
21
Properties=species:S:1:pos:R:3
C 0.75389 -2.63867 -0.60769
C 0.16275 -1.49162 0.20042
N 0.23343 -0.17157 -0.07841
C 1.05619 0.59698 -1.07833
C 0.26897 1.76513 -1.60879
C -0.18692 2.77954 -0.47626
O -0.47413 -1.74530 1.22751
H 1.38295 -2.34840 -1.46022
H -0.07093 -3.21635 -1.09577
H 1.34442 -3.30271 0.11809
H -0.16085 0.44857 0.67158
H 1.52206 -0.07909 -1.77343
H 1.97284 0.96449 -0.51666
H -0.56303 1.19628 -2.20464
H 0.84118 2.40806 -2.33315
H 0.59691 3.45849 -0.13358
H -1.09852 3.37124 -0.85750
H -0.34114 2.21302 0.51780
H -2.48887 0.44625 2.07281
H -1.24522 -0.47374 1.98519
O -1.48275 0.50114 2.14527
```

Summary:
frontier orbital gap = 10.42 eV
multiplicity = 1
LUMO = 0.86 eV
SMILES = CCCNC(C)=O.O

Results of the Mulliken charge analysis, in e, for atoms 1 through 8:
1 C -0.94
2 C 0.82
3 N -0.03
4 C -0.73
5 C -0.34
6 C -0.84
7 O -0.77
8 H 0.29

B) C5H13NO2 | wB97M-V/def2-TZVPD

The geometry in XYZ format:
```
21
Properties=species:S:1:pos:R:3
C -1.54178 0.95472 -0.36121
N -0.35421 0.76023 0.53464
C 0.76054 1.62991 0.20030
C 2.10863 0.88773 0.24496
C 1.96223 -0.53664 -0.26482
O 2.51695 -1.43713 0.29625
C -2.07296 2.40163 -0.30571
H -1.21759 0.71337 -1.36935
H -2.22335 0.22688 0.06417
H -0.51721 0.89723 1.52347
H 0.85531 2.60981 0.70972
H 0.73697 2.14303 -0.77985
H 2.77196 1.45806 -0.43051
H 2.59396 0.96072 1.21796
H 1.30475 -0.49870 -1.14611
H -2.61118 2.53353 -1.26152
H -2.93668 2.50289 0.34824
H -1.25818 3.10782 -0.23957
H -1.39257 -4.16861 -0.24095
H -2.41935 -4.57769 0.57447
O -2.35411 -4.17899 -0.28965
```

Summary:
frontier orbital gap = 9.90 eV
multiplicity = 1
LUMO = 0.85 eV
SMILES = CCNCCC=O.O

Results of the Mulliken charge analysis, in e, for atoms 1 through 8:
1 C -0.50
2 N -0.31
3 C -0.85
4 C -0.52
5 C 0.18
6 O -0.51
7 C -0.91
8 H 0.24

Q: Which of them is the most stable? A: A).

A) C5H13NO2 | wB97M-V/def2-TZVPD

The geometry in XYZ format:
```
21
Properties=species:S:1:pos:R:3
C -1.27874 0.25100 0.81265
C 0.13036 -0.17861 1.42106
C 1.03191 0.62465 -1.39115
C -1.85187 -0.75197 -0.18028
C 1.51326 -0.85516 -1.30431
N -1.05115 1.51402 0.16188
O -0.34553 1.39275 -1.02199
O 0.38183 0.62705 2.55191
H 1.32035 0.57913 2.76096
H -0.59309 2.15833 0.80907
H -1.95539 0.42188 1.65486
H 0.93100 -0.02919 0.70800
H 0.08532 -1.23928 1.70101
H 1.83180 1.26656 -1.01186
H 0.87922 0.84508 -2.44622
H -1.36267 -0.63537 -1.14135
H -2.91304 -0.56655 -0.32055
H -1.71564 -1.77117 0.17424
H 2.15540 -1.04702 -0.44724
H 2.11031 -1.03485 -2.19798
H 0.69636 -1.57128 -1.29268
```

Summary:
frontier orbital gap = 9.18 eV
multiplicity = 1
LUMO = 0.74 eV
SMILES = CCON[C@@H](C)CO

Results of the Mulliken charge analysis, in e, for atoms 1 through 8:
1 C 0.31
2 C -0.23
3 C -0.57
4 C -1.33
5 C -0.95
6 N -0.29
7 O -0.34
8 O -0.55

B) C5H13NO2 | wB97M-V/def2-TZVPD

The geometry in XYZ format:
```
21
Properties=species:S:1:pos:R:3
C 0.60601 0.36582 1.14331
N 0.41810 1.74685 0.60272
C -0.85628 2.35709 0.64167
O -1.31161 2.51005 1.98426
C 0.96717 -0.60502 0.04564
C -0.26166 -1.16280 -0.65187
C 0.06144 -1.92336 -1.95825
O 0.57760 -3.22176 -1.69572
H 1.26256 0.40187 2.01253
H -0.45566 0.07851 1.51232
H 1.14377 2.19848 0.08106
H -1.71249 2.01064 0.03623
H -0.79575 3.39630 0.19395
H -0.96235 1.87473 2.60828
H 1.56933 -1.44773 0.35523
H 1.57892 -0.02885 -0.71591
H -0.61360 -0.13517 -0.99126
H -1.13060 -1.60442 -0.21343
H 0.68339 -1.30472 -2.58824
H -0.93590 -2.18367 -2.41404
H -0.19421 -3.81113 -1.80547
```

Summary:
frontier orbital gap = 9.67 eV
multiplicity = 1
LUMO = 0.86 eV
SMILES = OCCCCNCO

Results of the Mulliken charge analysis, in e, for atoms 1 through 8:
1 C -0.55
2 N -0.24
3 C -0.25
4 O -0.54
5 C -0.54
6 C -0.33
7 C -0.74
8 O -0.52

Q: Which of them is the most stable? A: B).

A) CH5N3O | wB97M-V/def2-TZVPD

The geometry in XYZ format:
```
10
Properties=species:S:1:pos:R:3
C -0.18450 0.97679 0.25978
N 0.86428 0.15499 -0.41114
N -1.20606 0.31932 -0.42550
N 1.17489 -1.05709 -0.09913
O -1.45676 -0.88500 0.20962
H -0.14919 0.83211 1.34613
H -0.12178 2.01899 -0.03674
H 0.86916 0.32493 -1.41848
H 1.19985 -1.15640 0.91900
H -0.98988 -1.52863 -0.34354
```

Summary:
frontier orbital gap (alpha / beta) = 9.48 / 8.46 eV
multiplicity = 1
LUMO (alpha / beta) = 0.45 / 0.17 eV

Results of the Mulliken charge analysis, in e, for atoms 1 through 8:
1 C -0.18
2 N 0.17
3 N -0.46
4 N -0.72
5 O -0.33
6 H 0.34
7 H 0.26
8 H 0.32

B) CH5N3O | wB97M-V/def2-TZVPD

The geometry in XYZ format:
```
10
Properties=species:S:1:pos:R:3
C 0.24037 0.16319 -0.05564
H 2.04047 -0.37122 0.57941
H 1.18460 -1.54103 -0.29273
H 0.84069 2.00948 -0.18806
H -1.07023 -1.51069 0.55756
H -1.75105 0.94909 -0.13619
N 1.34491 -0.49508 -0.27728
N 0.05619 1.47114 0.00189
N -0.85472 -0.66398 0.00921
O -2.03124 -0.01090 -0.19817
```

Summary:
frontier orbital gap = 9.24 eV
multiplicity = 1
LUMO = 0.62 eV
SMILES = [H]/N=C(\N)NO

Results of the Mulliken charge analysis, in e, for atoms 1 through 8:
1 C 0.46
2 H 0.30
3 H 0.29
4 H 0.21
5 H 0.23
6 H 0.40
7 N -0.50
8 N -0.74

Q: Which of them is the most stable? A: B).

A) CH5N3O | wB97M-V/def2-TZVPD

The geometry in XYZ format:
```
10
Properties=species:S:1:pos:R:3
C -0.38050 0.27563 -0.06273
N 1.54741 -1.05758 0.17401
N -1.69052 0.08250 0.15201
O 0.27368 1.44926 -0.06509
N 0.18713 -0.90261 -0.12763
H -0.33903 2.15099 0.18929
H 1.99378 -1.55154 -0.59240
H 1.99574 -0.14837 0.27817
H -2.33810 0.82363 -0.10065
H -1.24958 -1.12191 0.15500
```

Summary:
frontier orbital gap = 8.38 eV
multiplicity = 1
LUMO = 0.49 eV

Results of the Mulliken charge analysis, in e, for atoms 1 through 8:
1 C 0.33
2 N -0.53
3 N -0.52
4 O -0.50
5 N -0.25
6 H 0.32
7 H 0.23
8 H 0.24

B) CH5N3O | wB97M-V/def2-TZVPD

The geometry in XYZ format:
```
10
Properties=species:S:1:pos:R:3
C -1.18092 -0.21106 -0.02380
H 2.14109 -0.19529 0.68177
H 2.04681 -0.09214 -0.91538
H 0.42389 -1.76655 -0.24239
H -1.98623 1.59534 0.60975
H -0.04681 1.25573 0.16613
N 1.49124 -0.04086 -0.07489
N 0.35205 -0.71188 0.07843
N -1.11551 1.12804 -0.19987
O -2.12563 -0.96134 -0.07975
```

Summary:
frontier orbital gap = 10.19 eV
multiplicity = 1
LUMO = 0.71 eV

Results of the Mulliken charge analysis, in e, for atoms 1 through 8:
1 C 0.38
2 H 0.21
3 H 0.19
4 H 0.22
5 H 0.33
6 H 0.39
7 N -0.54
8 N -0.16

Q: Which of them is the most stable? A: B).

A) C6H15N2 | wB97M-V/def2-TZVPD

The geometry in XYZ format:
```
23
Properties=species:S:1:pos:R:3
C -2.44828 0.81910 0.84787
C 2.82474 -1.16374 -0.96966
C 1.99078 1.08738 0.01059
C 1.04046 -1.15075 0.70258
C -2.55816 -0.20736 -1.35074
C 1.86286 -0.46639 0.00967
N -1.93833 1.08452 2.05153
N -1.92493 0.16247 -0.08359
H -3.51581 1.10454 0.61231
H 2.93889 -2.14800 -0.72491
H 2.53461 -0.90934 -2.07233
H 3.85855 -0.79832 -0.87480
H 1.25255 1.46361 -0.84706
H 2.97210 1.43006 -0.30287
H 1.63194 1.53256 1.00987
H 0.25162 -0.73673 1.34510
H -0.92488 -0.34238 0.01275
H 1.20343 -2.27767 0.74782
H -1.62199 -0.03385 -1.99990
H -3.39193 0.44573 -1.59983
H -2.93220 -1.25424 -1.51070
H -2.18544 1.69826 2.82597
H -0.92059 0.66054 2.16031
```

Summary:
frontier orbital gap = 10.22 eV
multiplicity = 1
LUMO = -3.04 eV
charge = +1

Results of the Mulliken charge analysis, in e, for atoms 1 through 8:
1 C 0.42
2 C -1.34
3 C -1.06
4 C -1.22
5 C -0.77
6 C 1.26
7 N -0.27
8 N -0.04

B) C6H15N2 | wB97M-V/def2-TZVPD

The geometry in XYZ format:
```
23
Properties=species:S:1:pos:R:3
N 1.87159 -1.51843 -0.67197
C 1.52196 -1.80291 0.75989
C 0.60082 -0.47856 1.20253
N 0.08959 0.21287 -0.02440
C -1.17531 -0.34237 -0.63369
C -2.14618 0.80597 -0.10817
C -1.26091 1.95877 -0.64756
C 0.07146 1.66684 0.09505
H 2.64613 -2.06514 -0.99733
H 1.06078 -1.59819 -1.42327
H 2.12630 -0.43072 -0.71193
H 2.51743 -1.86774 1.27126
H 1.03154 -2.67630 0.91371
H -0.09471 -1.01868 1.73878
H 1.12983 0.28366 1.79620
H -1.39168 -1.35518 -0.36717
H -1.04235 -0.32487 -1.70688
H -3.15033 0.89458 -0.30837
H -2.24364 0.66195 0.93490
H -1.87747 2.77408 -0.20444
H -1.23307 2.03709 -1.73439
H 0.18269 1.98200 1.11763
H 0.76553 2.20127 -0.29038
```

Summary:
frontier orbital gap = 9.11 eV
multiplicity = 1
LUMO = -3.46 eV
charge = +1
SMILES = [NH3+]CCN1CCCC1

Results of the Mulliken charge analysis, in e, for atoms 1 through 8:
1 N -0.35
2 C -0.70
3 C -0.61
4 N 0.12
5 C -1.12
6 C -0.67
7 C -0.58
8 C -0.90

Q: Which of them is the most stable? A: A).